1.
DFT (ωB97M-V with the def2-TZVPD basis set) results for a molecular structure, C25H57Ba2N2O8 at a distorted geometry.

## Properties
**Charge**: +3
**ΔE to the lowest compared entry with this formula, charge and spin**: 193.2 kcal/mol
**2S+1**: 1
**E_LUMO**: -0.392 hartree

```
94
Properties=species:S:1:pos:R:3:forces:R:3:mulliken_charge:R:1
Ba 3.535 1.601 10.222 -0.34 -0.45 -0.33 1.761
Ba 5.573 8.428 5.689 -0.12 0.08 -0.35 1.682
O -0.133 3.273 3.839 -0.59 0.06 -0.30 -0.395
C 0.944 3.056 4.567 1.76 -3.07 1.77 0.738
O 1.717 3.993 4.777 1.06 2.34 0.23 -0.702
O 1.201 1.910 5.042 -0.87 0.11 -0.23 -0.666
H 0.058 4.206 3.719 -0.88 0.77 -0.83 0.297
C -2.397 9.804 -1.462 -0.33 0.06 0.35 -0.888
C -1.904 10.517 -0.195 -1.00 0.23 -0.15 -0.195
O -1.232 9.616 0.646 1.29 -0.83 0.21 -0.530
H -2.269 8.724 -1.383 -0.03 0.03 0.21 0.276
H -1.935 10.102 -2.403 0.12 0.25 0.23 0.273
H -3.465 10.014 -1.515 -0.01 -0.19 -0.39 0.250
H -2.748 10.843 0.412 -0.41 0.35 -0.43 0.271
H -1.346 11.415 -0.458 0.46 -0.05 0.10 0.256
H -1.191 9.959 1.542 -0.10 0.15 -0.12 0.285
C -1.138 -5.013 2.607 0.10 -0.92 0.33 -0.896
C -1.811 -4.294 3.742 0.61 0.41 -0.44 -0.210
O -2.215 -3.074 3.180 -0.89 1.54 0.12 -0.514
H -1.891 -5.077 1.822 0.29 -0.37 -0.16 0.258
H -0.772 -5.985 2.938 -0.19 -0.31 -0.30 0.323
H -0.267 -4.479 2.227 -0.12 0.26 0.08 0.269
H -1.126 -4.109 4.569 -0.05 -0.23 0.31 0.246
H -2.723 -4.777 4.092 0.20 -0.25 0.07 0.229
H -1.553 -2.392 3.318 0.04 -0.10 -0.01 0.295
C 5.273 -5.783 8.302 0.09 0.08 -0.37 -0.894
C 4.097 -4.851 8.026 0.06 -0.56 0.27 -0.316
O 3.618 -4.197 9.241 0.12 -0.42 -1.04 -0.545
H 6.115 -5.313 8.810 -0.14 0.10 0.06 0.263
H 5.642 -6.186 7.360 0.05 0.10 -0.15 0.322
H 4.951 -6.662 8.860 -0.04 0.17 0.27 0.279
H 3.314 -5.497 7.629 -0.32 0.13 0.00 0.256
H 4.264 -4.122 7.233 0.34 0.27 0.36 0.303
H 3.018 -4.873 9.562 -0.17 0.26 0.62 0.331
C -5.645 0.946 -3.485 -0.18 -0.46 0.02 -1.738
C -6.808 0.189 -2.808 0.21 1.36 0.39 1.101
C -8.104 0.614 -3.581 -0.05 -0.41 -0.71 -1.077
C -9.293 -0.208 -3.252 1.12 -0.74 1.66 -0.636
C -8.837 -1.646 -3.367 -1.15 -0.68 0.08 -1.314
C -7.644 -2.147 -2.520 -0.43 0.27 -0.70 1.672
N -6.532 -1.262 -2.822 -0.55 1.11 -0.15 0.175
O -5.310 -1.629 -2.222 -0.99 0.44 -0.43 -0.402
C -8.027 -2.311 -1.042 -0.07 -0.02 0.88 -1.644
C -7.249 -3.520 -3.044 -0.15 -0.92 0.16 -1.846
C -6.975 0.831 -1.360 -0.51 -0.38 -0.59 -1.482
H -5.904 2.005 -3.476 0.31 0.02 0.14 0.373
H -5.537 0.655 -4.530 -0.11 -0.17 0.01 0.432
H -4.698 0.731 -2.990 -0.03 0.30 0.07 0.374
H -8.428 1.638 -3.396 0.97 0.35 -0.10 0.435
H -8.005 0.430 -4.651 0.73 0.52 -0.21 0.364
H -10.174 0.047 -3.841 0.09 -0.21 0.06 0.388
H -9.468 -0.052 -2.188 -0.78 0.14 0.12 0.306
H -8.600 -1.887 -4.403 -0.28 -0.12 -0.09 0.419
H -9.716 -2.177 -3.002 0.14 -0.88 -0.47 0.434
H -8.890 -2.967 -0.931 0.26 -0.56 -0.42 0.437
H -7.186 -2.739 -0.497 -0.04 -0.18 0.08 0.447
H -8.394 -1.479 -0.440 0.43 0.67 -0.53 0.300
H -8.030 -4.225 -2.758 -0.04 -0.10 -0.08 0.408
H -7.133 -3.583 -4.126 -0.07 0.37 0.01 0.390
H -6.320 -3.888 -2.610 -0.02 0.19 0.15 0.419
H -6.162 0.659 -0.654 0.29 0.19 -0.25 0.333
H -7.886 0.531 -0.842 0.00 -0.26 -0.21 0.360
H -7.131 1.886 -1.587 0.47 0.11 0.39 0.459
H -5.414 -1.278 -1.335 0.43 0.04 0.73 0.399
C 4.043 -0.072 -1.966 -0.46 -0.37 0.71 -1.927
C 5.523 -0.398 -2.266 -1.61 0.21 -1.00 2.003
C 5.861 0.529 -3.488 2.27 0.40 1.08 -1.524
C 7.448 0.598 -3.761 -1.85 -0.22 1.16 -0.674
C 8.171 0.945 -2.399 -2.31 1.39 -2.93 -1.357
C 7.836 0.013 -1.281 0.67 0.95 -0.24 1.768
N 6.350 0.020 -1.087 -0.22 -0.40 -1.25 0.048
O 5.953 -0.721 0.091 0.57 -0.67 -0.96 -0.463
C 8.695 -1.248 -1.563 -1.17 -1.16 0.79 -1.534
C 8.314 0.724 -0.055 1.12 -0.94 1.59 -2.096
C 5.593 -1.880 -2.654 1.23 -1.21 -0.42 -1.762
H 3.496 -0.932 -1.579 0.28 -0.08 0.50 0.418
H 3.424 0.172 -2.829 0.52 0.29 -0.38 0.404
H 3.964 0.740 -1.244 -0.02 0.12 -0.06 0.403
H 5.298 0.323 -4.399 0.06 -0.68 0.17 0.381
H 5.522 1.526 -3.208 0.14 0.25 0.15 0.491
H 7.581 1.402 -4.485 0.40 -0.24 -0.11 0.441
H 7.708 -0.380 -4.165 0.45 0.16 -0.18 0.319
H 7.680 1.891 -2.172 0.17 0.42 0.28 0.382
H 9.217 1.187 -2.583 0.12 -0.58 0.41 0.473
H 9.744 -1.138 -1.836 -0.07 0.93 0.20 0.332
H 8.688 -1.862 -0.662 -0.03 -0.37 -0.05 0.371
H 8.291 -1.837 -2.386 -0.22 0.01 0.13 0.369
H 7.801 1.614 0.311 -0.37 0.07 -0.75 0.340
H 8.184 -0.022 0.729 0.50 0.16 0.52 0.487
H 9.368 0.968 -0.183 0.12 -0.08 0.28 0.424
H 6.078 -2.077 -3.610 0.47 0.53 -0.18 0.360
H 4.698 -2.477 -2.825 -0.62 0.66 0.60 0.386
H 6.201 -2.453 -1.954 -0.18 0.04 0.27 0.407
H 5.568 -0.094 0.708 0.01 0.43 -0.32 0.330
```
Forces are in eV/Å.

=====

2.
DFT (ωB97M-V with the def2-TZVPD basis set) results for 9 unconnected molecules or ions with the total composition C25H57N7O15S2 at a distorted geometry.

## Properties
**Charge**: 0
**2S+1**: 1
**E_LUMO**: -0.007 hartree
**SMILES**: O=S1(=O)OCCO1.O=S1(=O)OCCO1.CNC(C)=O.CNC(C)=O.CNC(C)=O.CNC(C)=O.CNC(C)=O.CNC(C)=O.CNC(C)=O

```
106
Properties=species:S:1:pos:R:3:forces:R:3:mulliken_charge:R:1
C -13.692 -13.367 3.110 1.68 -0.42 0.97 -0.840
C -13.269 -14.356 4.253 -3.38 0.09 -2.68 0.606
O -14.116 -15.224 4.491 1.11 0.27 0.71 -0.652
N -12.118 -14.223 4.863 1.43 -0.41 1.13 -0.173
C -11.751 -15.129 5.944 1.04 0.18 -0.29 -0.857
H -13.837 -13.950 2.201 -0.65 -0.03 0.28 0.262
H -12.897 -12.672 2.841 0.00 0.33 0.25 0.304
H -14.553 -12.834 3.514 -0.10 -0.12 -0.54 0.215
H -11.395 -13.583 4.569 -0.53 0.05 -0.18 0.276
H -10.704 -14.882 6.119 -0.08 0.08 0.69 0.342
H -11.699 -16.180 5.657 -0.60 0.02 -0.23 0.275
H -12.375 -14.997 6.827 0.11 -0.02 -0.09 0.241
C -15.204 -23.268 10.215 0.25 0.24 -0.03 -0.955
C -15.170 -22.948 8.729 0.40 -1.12 -1.59 0.715
O -15.690 -23.616 7.827 -0.28 0.55 1.56 -0.645
N -14.351 -21.924 8.384 0.14 1.07 1.08 -0.205
C -14.104 -21.493 7.036 1.11 -0.40 -0.15 -0.884
H -16.161 -23.013 10.670 -0.14 -0.40 -0.23 0.261
H -14.473 -22.682 10.773 0.12 0.16 -0.16 0.296
H -14.918 -24.309 10.365 -0.48 -0.04 -0.05 0.275
H -13.678 -21.611 9.069 -0.39 0.04 0.05 0.249
H -13.033 -21.627 6.884 0.13 -0.51 -0.53 0.296
H -14.176 -20.420 6.863 -0.96 0.02 0.17 0.262
H -14.685 -22.135 6.374 0.10 0.41 -0.12 0.337
C -6.890 -14.182 11.071 -1.26 0.11 -0.91 -1.069
C -6.392 -13.884 12.425 1.96 0.34 0.28 0.715
O -5.209 -14.105 12.619 0.30 0.08 1.02 -0.618
N -7.204 -13.271 13.326 -0.64 -0.63 0.12 -0.199
C -6.783 -12.805 14.655 0.24 0.37 -0.60 -0.800
H -7.715 -14.892 11.138 -0.12 -0.04 -0.34 0.307
H -6.103 -14.549 10.412 -0.02 -0.21 0.49 0.285
H -7.241 -13.258 10.613 -0.35 0.03 -0.03 0.296
H -8.172 -13.226 13.040 0.11 0.24 0.40 0.211
H -6.524 -11.752 14.546 0.12 0.08 0.29 0.273
H -5.896 -13.331 15.009 -0.10 -0.14 -0.34 0.290
H -7.546 -12.880 15.430 -0.24 -0.23 -0.38 0.310
C -7.466 -20.138 7.049 -0.45 -0.15 -0.20 -0.867
C -6.675 -18.984 6.550 2.28 1.99 1.22 0.695
O -5.729 -18.477 7.206 -1.90 -1.12 -1.46 -0.657
N -7.128 -18.440 5.393 -0.17 0.72 -1.08 -0.202
C -6.659 -17.158 4.802 -0.21 -0.56 1.04 -0.826
H -7.905 -19.807 7.990 0.09 -0.30 0.11 0.233
H -6.861 -21.035 7.180 -0.03 0.17 0.12 0.267
H -8.275 -20.327 6.344 -0.08 -0.37 0.16 0.271
H -7.899 -18.899 4.928 0.22 0.07 0.14 0.217
H -7.495 -16.522 4.511 -0.21 -0.27 0.01 0.289
H -6.017 -17.282 3.930 0.13 -0.18 0.22 0.267
H -6.152 -16.647 5.621 0.31 0.00 -0.29 0.313
C -6.596 -10.077 6.150 -0.06 -0.45 -0.18 -0.979
C -7.826 -10.115 5.242 0.71 1.12 0.79 0.660
O -7.947 -10.899 4.333 -0.07 -0.67 -0.50 -0.627
N -8.729 -9.158 5.529 -1.89 0.61 -1.93 -0.193
C -9.918 -8.876 4.590 0.07 0.44 2.12 -0.859
H -6.688 -9.539 7.093 -0.49 -0.24 0.09 0.326
H -5.759 -9.571 5.668 -0.03 -0.33 -0.43 0.265
H -6.380 -11.134 6.305 0.47 0.20 0.26 0.266
H -8.509 -8.493 6.257 -0.22 -0.07 -0.31 0.223
H -10.107 -7.803 4.554 0.61 0.15 -0.20 0.323
H -10.823 -9.198 5.104 0.00 -0.56 -0.10 0.297
H -9.929 -9.274 3.575 0.85 -0.25 0.41 0.298
C -20.447 -9.721 -0.010 -0.88 0.26 -0.12 -1.187
C -19.349 -8.818 0.537 0.90 -3.26 1.72 0.740
O -18.833 -9.021 1.641 -0.89 0.84 -0.25 -0.636
N -18.792 -8.016 -0.358 -0.29 1.05 -0.18 -0.185
C -17.762 -7.069 0.046 -0.04 0.22 -0.69 -0.777
H -20.050 -10.454 -0.712 0.18 0.44 -0.46 0.287
H -21.202 -9.068 -0.449 0.02 -0.20 -0.62 0.341
H -21.029 -10.362 0.652 0.57 0.44 0.83 0.317
H -19.033 -8.211 -1.319 0.17 0.66 0.07 0.234
H -17.904 -6.631 1.034 -0.39 -0.63 0.10 0.263
H -17.857 -6.211 -0.619 0.54 -0.14 -0.26 0.336
H -16.785 -7.552 0.024 0.13 0.32 -0.10 0.265
C -16.402 -6.667 5.947 -0.73 -0.26 -0.37 -0.912
C -16.191 -7.996 6.684 1.42 0.39 1.72 0.717
O -15.372 -8.124 7.611 -0.83 0.36 -1.21 -0.655
N -16.960 -9.041 6.322 -0.80 -0.04 -0.31 -0.191
C -16.855 -10.400 6.880 -0.02 0.95 -1.62 -0.877
H -16.617 -5.808 6.582 0.14 -0.41 0.53 0.269
H -17.283 -6.764 5.313 0.02 0.04 -0.24 0.271
H -15.577 -6.338 5.314 0.22 -0.50 0.11 0.242
H -17.592 -8.960 5.539 0.18 0.30 0.16 0.248
H -15.786 -10.593 6.970 -0.28 -0.38 0.63 0.284
H -17.262 -10.967 6.042 0.17 -0.66 0.29 0.347
H -17.501 -10.580 7.740 0.51 0.19 0.26 0.258
C -17.805 -16.952 -0.987 -3.38 0.32 1.83 -0.213
C -18.307 -15.511 -1.015 0.84 1.64 0.95 -0.341
O -18.060 -14.993 -2.338 1.13 -1.29 -1.05 -0.294
S -16.850 -15.872 -3.042 0.15 -0.77 -1.21 1.061
O -15.544 -15.257 -3.065 -1.90 -0.23 0.40 -0.516
O -17.349 -16.427 -4.296 0.50 0.91 2.50 -0.521
O -16.778 -16.997 -1.834 2.65 0.57 -3.26 -0.311
H -18.640 -17.585 -1.289 0.05 -0.44 -0.14 0.284
H -17.464 -17.261 0.001 -0.10 0.16 0.04 0.289
H -17.692 -14.871 -0.383 0.19 -0.20 0.37 0.258
H -19.327 -15.258 -0.724 -0.14 -0.68 -0.42 0.303
C -17.134 -16.824 10.361 -0.47 -0.96 0.03 -0.280
C -17.944 -16.979 9.037 0.32 2.07 1.30 -0.236
O -19.300 -17.147 9.452 -1.13 -0.03 1.25 -0.333
S -19.629 -16.636 11.011 0.33 0.02 1.12 1.098
O -20.130 -17.778 11.767 0.74 1.90 -1.68 -0.512
O -20.294 -15.339 11.173 1.20 -2.74 -1.16 -0.512
O -18.064 -16.376 11.377 -0.37 -0.07 -0.71 -0.337
H -16.302 -16.121 10.319 -0.31 0.11 -0.13 0.285
H -16.745 -17.800 10.650 -0.02 0.00 0.23 0.256
H -17.568 -17.771 8.389 -0.47 -0.10 0.23 0.301
H -17.918 -16.005 8.550 0.18 -0.19 -0.51 0.269
```
Forces are in eV/Å.

=====

DFT total energy in Ha, matching the order above: -1747.80272, -3294.97325
Frontier orbital gap in eV, matching the order above: 0.83, 9.30
Highest occupied orbital energy in Eh, matching the order above: -0.4225, -0.3486